(1)
55
Properties=species:S:1:pos:R:3:nbo_charge:R:1 method="wB97M-V/def2-TZVPD" total_charge=+2 homo_lumo_gap_ev=6.6 lumo_energy_ev=-8.335 spin_multiplicity=1
Zn -2.168 -1.975 -1.185 1.771
Zn 0.368 -2.434 3.163 1.771
C -1.601 -5.712 1.243 -0.752
C -1.543 -4.250 1.105 0.838
O -2.134 -3.655 0.169 -0.818
O -0.930 -3.567 1.886 -0.879
H -2.021 -6.215 0.372 0.252
H -2.387 -5.918 1.969 0.258
H -0.740 -6.319 1.525 0.251
C 0.326 1.265 0.518 -0.730
C -0.089 -0.186 0.616 0.841
O 0.377 -0.899 1.589 -0.937
O -0.855 -0.592 -0.262 -0.808
H -0.086 1.919 1.286 0.239
H 0.028 1.699 -0.437 0.231
H 1.410 1.264 0.630 0.243
O 1.803 1.477 -2.918 -0.963
H 1.707 2.158 -2.252 0.471
H 0.939 1.417 -3.327 0.475
O 1.173 4.190 -1.931 -0.976
H 1.251 4.718 -2.726 0.486
H 0.231 4.064 -1.818 0.476
O -0.777 1.848 -3.720 -0.972
H -1.278 2.312 -4.391 0.500
H -0.741 2.457 -2.983 0.491
O 3.923 1.930 0.445 -0.969
H 3.367 2.686 0.255 0.488
H 4.623 1.978 -0.207 0.501
O -2.943 -0.285 2.315 -0.949
H -3.467 0.468 2.590 0.496
H -2.054 -0.076 2.603 0.487
O 1.591 -0.987 4.265 -0.998
H 2.450 -0.837 3.869 0.533
H 1.752 -0.954 5.208 0.529
O -1.460 3.858 -1.733 -0.974
H -1.682 4.529 -1.088 0.509
H -2.195 3.245 -1.705 0.493
O 1.794 -2.014 -1.187 -0.957
H 1.709 -1.284 -0.574 0.482
H 2.646 -2.400 -0.983 0.495
O 1.326 4.568 2.989 -0.933
H 1.737 5.388 2.715 0.480
H 1.582 3.935 2.319 0.454
O 4.491 -0.230 1.913 -0.960
H 4.424 0.165 2.782 0.454
H 4.069 0.400 1.329 0.494
O -3.615 -1.227 -0.098 -1.028
H -4.539 -1.058 -0.284 0.514
H -3.462 -0.810 0.750 0.534
O -2.453 -0.514 -2.751 -1.010
H -2.974 -0.786 -3.506 0.502
H -1.895 0.189 -3.085 0.536
O -0.670 -2.813 -2.307 -1.027
H -0.539 -3.418 -3.038 0.522
H 0.200 -2.710 -1.922 0.540

(2)
52
Properties=species:S:1:pos:R:3:nbo_charge:R:1 method="wB97M-V/def2-TZVPD" relative_energy_kj_mol=247.9 total_charge=+1 homo_lumo_gap_ev=10.3 lumo_energy_ev=-2.426 spin_multiplicity=1
N 1.014 2.232 -0.606 -0.723
C -0.078 2.612 -1.533 -0.319
C -0.701 1.309 -2.077 0.680
N -2.012 1.111 -1.962 -0.598
C -3.035 1.928 -1.306 -0.259
C -3.432 1.440 0.137 -0.077
O -2.675 0.336 0.573 -0.737
O 0.093 0.528 -2.577 -0.675
H 0.637 1.870 0.286 0.478
H 1.663 2.966 -0.353 0.427
H 1.623 1.454 -1.005 0.483
H -0.764 3.335 -1.106 0.225
H 0.475 3.065 -2.355 0.233
H -2.238 0.139 -2.158 0.447
H -2.874 2.993 -1.375 0.217
H -3.873 1.593 -1.916 0.224
H -4.511 1.279 0.203 0.181
H -3.282 2.178 0.930 0.182
H -2.621 -0.341 -0.098 0.495
H -0.381 -3.302 1.230 0.484
H -0.659 -4.795 1.606 0.484
O -0.312 -3.960 1.927 -0.970
H 1.091 -2.306 -2.410 0.498
H 1.170 -1.145 -1.421 0.508
O 0.759 -2.008 -1.558 -0.964
H -1.325 0.905 1.624 0.526
H 0.263 1.259 2.048 0.504
O -0.415 1.098 1.384 -1.012
H 2.829 -0.596 3.943 0.492
H 1.434 -0.812 3.797 0.515
O 2.087 -0.124 3.529 -0.960
H 1.922 3.118 2.756 0.495
H 2.483 1.671 2.511 0.501
O 1.988 2.402 2.121 -0.985
H 2.418 1.140 -3.167 0.513
H 3.600 0.900 -2.149 0.496
O 2.699 1.221 -2.249 -0.963
H -2.588 -2.171 -1.953 0.505
H -3.954 -1.837 -2.563 0.491
O -3.164 -1.424 -2.203 -1.004
H -1.229 -1.872 3.740 0.503
H 0.216 -2.345 3.688 0.484
O -0.324 -1.543 3.710 -0.976
H -0.748 -2.347 -1.017 0.505
H -1.261 -3.751 -1.237 0.479
O -1.537 -2.922 -0.834 -0.986
H 1.468 -1.315 0.832 0.483
H 2.025 -0.275 1.925 0.492
O 1.967 -0.507 0.965 -1.020
H 4.815 -0.679 -0.244 0.457
H 4.058 -1.180 1.013 0.483
O 4.876 -1.265 0.511 -0.945

(3)
50
Properties=species:S:1:pos:R:3:nbo_charge:R:1 method="wB97M-V/def2-TZVPD" relative_energy_kj_mol=405.8 homo_lumo_gap_ev=8.4 lumo_energy_ev=0.267 spin_multiplicity=1
C -1.107 1.879 1.355 -0.494
C -0.808 1.198 0.289 0.043
N -1.603 0.135 -0.148 -0.701
C -0.926 -0.923 -0.937 -0.218
C -1.868 -1.955 -1.517 -0.650
H -0.491 2.649 1.768 0.211
H -2.077 1.743 1.971 0.137
H 0.162 1.370 -0.246 0.197
H -2.590 0.397 -0.361 0.427
H -0.255 -0.584 -1.704 0.153
H -0.287 -1.378 -0.203 0.201
H -2.033 -2.807 -0.835 0.226
H -2.610 -1.269 -2.054 0.216
H -1.392 -2.541 -2.309 0.231
H 0.808 -0.663 2.670 0.485
H -0.673 -1.148 2.637 0.511
O 0.277 -1.454 2.635 -1.005
H -3.795 -1.063 1.865 0.476
H -2.722 -1.787 1.050 0.495
O -3.600 -1.472 1.095 -0.944
H 2.818 -3.600 -2.100 0.465
H 2.123 -2.711 -1.105 0.492
O 2.129 -2.971 -2.081 -0.960
H -0.437 0.839 -2.818 0.474
H 0.936 1.411 -2.775 0.502
O -0.010 1.615 -3.125 -0.952
H -4.444 -0.819 -1.561 0.461
H -4.574 -0.471 -0.099 0.497
O -4.589 -0.035 -1.072 -0.968
H 2.993 0.115 1.077 0.503
H 3.500 -1.195 0.350 0.491
O 3.581 -0.254 0.387 -0.991
H 1.819 2.803 -0.694 0.496
H 3.210 2.129 -0.915 0.502
O 2.673 2.724 -0.239 -0.994
H 3.126 0.286 -1.191 0.506
H 2.593 -0.244 -2.567 0.498
O 2.734 0.565 -2.022 -1.026
H -2.388 0.332 2.526 0.491
H -1.545 0.169 3.747 0.485
O -2.099 -0.363 3.192 -0.953
H -0.178 4.150 -1.263 0.468
H -0.142 2.967 -2.071 0.502
O -0.107 3.239 -1.108 -0.980
H 2.057 -3.684 1.510 0.480
H 1.550 -2.211 1.790 0.508
O 1.938 -2.809 1.137 -1.009
H 2.886 1.624 2.323 0.477
H 1.917 1.961 1.257 0.509
O 2.025 1.350 1.979 -0.973

(4)
50
Properties=species:S:1:pos:R:3:nbo_charge:R:1 method="wB97M-V/def2-TZVPD" relative_energy_kj_mol=348.2 homo_lumo_gap_ev=9.5 lumo_energy_ev=-0.024 spin_multiplicity=1
C -2.651 -1.357 -0.059 -0.643
C -2.094 -0.083 0.578 -0.045
C -2.468 -0.051 2.079 -0.638
N -2.423 1.150 -0.133 -0.672
C -2.089 2.446 0.366 0.086
O -0.901 2.827 -0.418 -0.808
H -3.255 -1.267 -0.964 0.234
H -1.844 -1.987 -0.436 0.223
H -3.284 -1.797 0.701 0.220
H -1.000 -0.158 0.497 0.178
H -3.440 -0.474 2.300 0.203
H -1.738 -0.698 2.574 0.231
H -2.287 0.914 2.533 0.215
H -3.402 1.127 -0.406 0.366
H -2.763 3.277 0.174 0.183
H -1.691 2.541 1.377 0.173
H -0.816 2.270 -1.200 0.492
O -0.380 0.361 4.226 -0.987
H 0.305 1.058 4.233 0.502
H -1.113 0.598 4.792 0.465
O -2.511 -3.932 1.679 -0.924
H -1.783 -4.421 2.084 0.462
H -2.022 -3.100 1.615 0.463
O 3.385 -0.303 -0.607 -0.968
H 3.256 -0.249 0.343 0.476
H 3.064 0.536 -0.952 0.493
O -2.481 0.152 -2.961 -0.952
H -2.751 0.417 -2.067 0.472
H -1.567 0.463 -2.972 0.470
O 1.657 -0.119 -4.237 -0.979
H 0.819 -0.579 -4.279 0.500
H 2.326 -0.591 -3.748 0.491
O 1.702 2.555 0.175 -0.978
H 1.340 3.445 0.208 0.485
H 1.119 2.134 -0.464 0.488
O 0.519 2.031 -2.588 -0.997
H 0.612 2.983 -2.709 0.486
H 0.949 1.628 -3.358 0.516
O 2.556 -3.540 -1.362 -0.971
H 2.249 -3.340 -2.241 0.482
H 3.122 -2.889 -0.957 0.487
O 3.355 -1.262 2.468 -0.986
H 3.423 -1.806 3.244 0.500
H 3.719 -1.543 1.632 0.487
O 0.851 -1.693 -2.376 -0.980
H 1.134 -1.106 -1.670 0.493
H 0.610 -2.556 -2.041 0.487
O 1.814 1.585 3.317 -0.969
H 2.352 0.812 3.509 0.489
H 1.529 1.564 2.397 0.500

(5)
53
Properties=species:S:1:pos:R:3:nbo_charge:R:1 method="wB97M-V/def2-TZVPD" relative_energy_kj_mol=0.0 total_charge=+1 homo_lumo_gap_ev="10.6 / 5.3" lumo_energy_ev="-3.576 / -8.801" spin_multiplicity=2 s2=0.769
C 2.024 -0.855 -2.273 0.500
N 1.940 -1.249 -0.861 -0.317
C 0.652 -2.510 0.818 -0.650
C 0.633 -1.487 -0.208 -0.155
C 0.139 -0.128 0.388 0.372
O 0.735 0.016 1.658 -0.736
O 3.020 -0.294 -2.682 -0.363
H 1.266 -1.211 -2.912 0.212
H 2.552 -0.677 -0.134 0.447
H 0.388 -3.594 0.510 0.267
H -0.124 -2.397 1.723 0.279
H 1.632 -2.523 1.245 0.216
H 0.036 -1.883 -1.071 0.274
H -0.962 -0.162 0.693 0.260
H -0.549 0.214 3.230 0.475
H 0.079 1.193 4.170 0.491
O -0.670 0.552 4.092 -0.947
H -3.631 0.045 0.689 0.493
H -3.904 0.938 2.008 0.517
O -3.884 0.971 1.082 -0.991
H -1.881 -1.316 -2.800 0.498
H -2.440 -2.538 -2.702 0.481
O -1.598 -2.205 -2.520 -0.969
H 1.748 2.310 0.176 0.474
H -0.068 1.755 -0.426 0.539
O 0.456 0.868 -0.517 -0.826
H 0.647 1.554 -3.899 0.505
H 0.522 1.094 -2.440 0.486
O 0.154 0.960 -3.325 -0.971
H -3.580 3.279 -0.949 0.509
H -3.287 1.956 -0.062 0.530
O -2.970 2.568 -0.783 -1.000
H -1.930 -1.395 -0.776 0.495
H -3.262 -1.536 -0.233 0.478
O -2.407 -1.335 0.048 -0.965
H 3.160 -2.491 0.284 0.464
H 4.508 -3.344 -0.240 0.510
O 3.930 -3.071 0.539 -0.953
H -3.692 0.091 4.121 0.472
H -2.367 0.628 3.799 0.477
O -3.224 0.780 3.740 -0.946
H 1.733 0.441 1.500 0.515
H 3.156 1.808 0.014 0.453
O 2.699 2.532 0.463 -0.920
H 4.107 -1.617 1.782 0.522
H 2.766 -1.143 2.666 0.498
O 3.523 -0.917 2.091 -1.001
H -1.511 3.016 -0.395 0.518
H -0.521 3.679 0.695 0.498
O -0.493 3.225 -0.126 -1.003
H -2.680 1.230 -2.193 0.514
H -1.452 0.504 -2.821 0.482
O -2.363 0.441 -2.708 -1.006

(6)
51
Properties=species:S:1:pos:R:3:nbo_charge:R:1 method="wB97M-V/def2-TZVPD" relative_energy_kj_mol=49.6 homo_lumo_gap_ev=8.8 lumo_energy_ev=-0.099 spin_multiplicity=1
C -2.332 0.795 0.933 -0.418
N -0.907 0.363 1.070 -0.669
C -0.078 0.751 -0.084 -0.247
C 1.438 0.535 0.139 -0.047
C 2.261 0.961 -1.070 -0.630
N 1.752 1.393 1.325 -0.883
H -2.664 1.121 -0.056 0.168
H -2.873 -0.003 1.447 0.211
H -2.448 1.682 1.549 0.201
H -0.877 -0.632 1.237 0.369
H -0.417 0.230 -0.988 0.178
H -0.180 1.818 -0.200 0.199
H 1.773 -0.486 0.330 0.191
H 3.312 0.852 -0.798 0.203
H 2.111 2.010 -1.370 0.218
H 1.937 0.413 -1.956 0.226
H 1.633 2.353 0.984 0.384
H 2.756 1.385 1.507 0.353
O 0.912 0.230 3.585 -0.975
H 1.874 0.343 3.567 0.461
H 0.713 0.901 2.877 0.524
O 1.004 -2.360 2.687 -1.014
H 1.089 -1.409 2.948 0.521
H 0.824 -2.915 3.458 0.489
O -2.281 0.333 -3.249 -0.974
H -2.273 0.266 -2.287 0.467
H -1.811 -0.487 -3.458 0.500
O -0.438 -2.031 -3.626 -0.984
H -1.087 -2.726 -3.797 0.469
H 0.051 -2.342 -2.834 0.507
O -1.339 2.867 -2.148 -0.969
H -1.886 2.374 -1.539 0.465
H -1.412 2.371 -2.987 0.508
O 0.686 4.257 -0.298 -0.981
H -0.098 4.403 0.255 0.480
H 0.236 3.783 -1.027 0.493
O -1.346 3.599 1.638 -0.945
H -0.865 4.152 2.269 0.475
H -0.822 2.784 1.648 0.483
O 0.687 -3.573 -1.536 -1.003
H 1.435 -3.450 -0.920 0.495
H -0.048 -3.496 -0.891 0.487
O 2.840 -2.896 0.043 -0.956
H 3.050 -2.651 0.946 0.492
H 3.688 -3.149 -0.345 0.485
O -0.710 -2.895 0.709 -1.008
H 0.088 -2.740 1.277 0.521
H -1.115 -3.710 1.027 0.483
O -2.679 -1.521 -0.860 -0.985
H -1.840 -1.640 -0.417 0.499
H -3.327 -2.211 -0.718 0.483

(7)
53
Properties=species:S:1:pos:R:3:nbo_charge:R:1 method="wB97M-V/def2-TZVPD" relative_energy_kj_mol=334.3 homo_lumo_gap_ev=9.5 lumo_energy_ev=0.160 spin_multiplicity=1
C 1.155 2.319 -1.374 -0.449
N 0.637 1.081 -1.980 -0.482
C 1.694 0.123 -2.335 -0.453
C -0.095 0.295 -0.934 -0.334
C -1.599 0.601 -1.058 0.690
N -2.397 -0.320 -1.615 -0.788
O -1.971 1.675 -0.574 -0.735
H 0.507 2.907 -0.659 0.233
H 2.220 2.238 -1.068 0.175
H 1.542 2.895 -2.274 0.219
H 2.200 -0.383 -1.432 0.193
H 2.612 0.511 -2.828 0.206
H 1.355 -0.583 -3.159 0.240
H 0.199 0.502 0.095 0.209
H 0.040 -0.777 -1.018 0.227
H -3.369 -0.166 -1.704 0.406
H -2.038 -1.296 -1.825 0.453
H -0.979 2.388 0.853 0.494
H 0.359 2.366 1.628 0.499
O -0.655 2.362 1.758 -1.001
H 1.026 -0.669 1.475 0.497
H 1.720 -1.849 2.241 0.513
O 1.498 -1.496 1.349 -1.016
H -1.093 -1.648 3.220 0.518
H -1.729 -2.779 2.613 0.475
O -0.828 -2.528 2.870 -1.006
H 1.354 -3.246 0.209 0.499
H 0.143 -3.315 0.975 0.513
O 0.490 -3.629 0.108 -0.937
H 1.720 -3.563 3.554 0.475
H 0.796 -2.621 4.178 0.501
O 1.695 -2.634 3.804 -0.943
H 3.133 -1.004 0.645 0.510
H 4.600 -0.797 -0.073 0.479
O 3.903 -0.411 0.448 -1.009
H -3.440 1.643 1.258 0.507
H -4.327 1.630 2.577 0.483
O -3.786 1.118 1.990 -0.966
H 2.300 2.035 2.078 0.490
H 2.582 1.629 0.669 0.513
O 1.851 1.802 1.246 -0.967
H -1.135 0.927 2.574 0.505
H -2.449 0.401 2.895 0.495
O -1.531 0.137 3.020 -1.043
H -0.355 -3.441 -1.050 0.495
H -1.173 -4.265 -2.187 0.467
O -0.907 -3.359 -1.941 -1.037
H -1.957 3.835 -1.942 0.471
H -1.066 2.776 -2.405 0.467
O -1.439 3.613 -2.757 -0.941
H -0.817 0.807 -3.325 0.469
H -1.210 1.506 -4.582 0.471
O -0.988 0.658 -4.233 -0.949

(8)
55
Properties=species:S:1:pos:R:3:nbo_charge:R:1 method="wB97M-V/def2-TZVPD" relative_energy_kj_mol=519.1 homo_lumo_gap_ev=9.7 lumo_energy_ev=-0.057 spin_multiplicity=1
C -2.534 1.535 -2.670 0.563
N -2.042 0.194 -2.629 -0.486
C -3.178 -0.857 -2.663 -0.426
C -0.994 -0.005 -1.518 -0.342
C 0.433 0.100 -2.230 0.691
N 0.611 0.658 -3.437 -0.823
O 1.383 -0.279 -1.564 -0.712
O -1.850 2.539 -2.541 -0.612
H -3.613 1.531 -2.837 0.126
H -3.159 -1.393 -1.672 0.217
H -2.905 -1.658 -3.441 0.203
H -4.191 -0.474 -2.975 0.218
H -1.109 0.781 -0.725 0.280
H -1.063 -1.012 -0.959 0.257
H -0.056 1.187 -4.128 0.442
H 1.604 0.895 -3.709 0.411
H -0.011 3.016 -1.424 0.492
H 0.850 2.304 -0.494 0.497
O 0.205 2.996 -0.454 -0.986
H -1.222 -4.128 1.123 0.467
H -1.176 -4.743 -0.153 0.466
O -1.885 -4.435 0.507 -0.932
H 4.062 -0.036 -0.578 0.468
H 5.308 -0.049 0.207 0.469
O 4.940 0.411 -0.483 -0.937
H -1.478 1.472 1.812 0.489
H -1.339 0.048 2.395 0.505
O -1.771 0.521 1.565 -1.048
H 0.730 0.732 3.091 0.500
H -0.023 1.110 4.444 0.482
O 0.065 1.358 3.555 -0.984
H 1.833 -3.154 -0.982 0.489
H 1.782 -4.575 -1.580 0.477
O 1.605 -4.092 -0.786 -0.965
H -1.525 -1.429 4.496 0.491
H -0.141 -1.706 3.705 0.500
O -0.658 -1.142 4.204 -0.983
H 3.221 3.359 -0.687 0.490
H 3.528 1.832 -1.144 0.492
O 2.848 2.440 -0.820 -0.979
H 3.740 -1.080 1.763 0.490
H 2.963 -0.841 0.584 0.475
O 3.489 -1.556 0.812 -0.910
H -3.789 1.094 0.980 0.488
H -3.486 2.512 1.149 0.472
O -3.972 1.937 0.487 -0.960
H -1.132 3.168 1.019 0.501
H -0.318 3.092 2.101 0.487
O -1.202 2.990 1.964 -0.921
H 2.212 -2.328 1.554 0.481
H 1.382 -3.538 1.377 0.464
O 1.296 -2.811 1.892 -0.998
H -0.053 0.873 1.161 0.490
H 0.970 0.076 0.265 0.489
O 0.813 0.560 1.071 -1.017

(9)
53
Properties=species:S:1:pos:R:3:nbo_charge:R:1 method="wB97M-V/def2-TZVPD" relative_energy_kj_mol=41.7 total_charge=+1 homo_lumo_gap_ev=9.6 lumo_energy_ev=-2.490 spin_multiplicity=1
N 0.277 -0.435 -1.347 -0.728
C 0.292 -0.931 0.108 -0.277
C -0.950 -0.422 0.725 -0.300
N -0.721 1.002 1.028 -0.677
C -0.359 1.214 2.440 -0.310
C 1.038 1.873 2.275 0.696
N 1.033 3.227 2.149 -0.815
O 2.119 1.303 2.110 -0.667
H -0.191 0.486 -1.326 0.415
H 1.256 -0.375 -1.636 0.464
H -0.277 -1.147 -1.991 0.485
H 0.264 -2.036 -0.022 0.265
H 1.091 -0.285 0.582 0.237
H -1.820 -0.688 0.089 0.240
H -1.377 -0.897 1.625 0.227
H -1.324 1.683 0.622 0.410
H -0.985 1.954 2.941 0.207
H -0.252 0.282 3.023 0.230
H 1.849 3.819 2.156 0.416
H 0.234 3.795 2.371 0.381
H -3.787 -0.204 0.800 0.487
H -4.647 -1.406 0.506 0.476
O -3.821 -1.172 0.931 -0.957
H -4.238 0.970 -1.413 0.479
H -4.501 2.373 -0.760 0.485
O -3.790 1.655 -0.877 -0.959
H 0.802 -4.151 1.993 0.481
H 0.943 -2.598 2.165 0.503
O 0.415 -3.283 1.702 -0.998
H -2.277 4.232 -1.110 0.497
H -1.270 4.206 0.204 0.484
O -1.554 3.846 -0.628 -0.978
H 1.303 3.178 -2.390 0.478
H 0.218 4.171 -2.702 0.487
O 0.678 3.413 -3.092 -0.955
H 3.559 -0.781 0.884 0.490
H 3.332 -2.059 0.484 0.477
O 3.697 -1.263 0.055 -0.956
H 2.853 -1.938 -1.530 0.482
H 3.280 -2.068 -2.869 0.478
O 2.438 -1.983 -2.398 -0.961
H 2.815 -1.198 3.327 0.503
H 1.868 -0.557 2.326 0.502
O 2.224 -1.472 2.539 -1.010
H -1.717 -4.401 0.566 0.508
H -2.681 -3.385 -0.037 0.496
O -1.906 -3.962 -0.272 -0.934
H -1.271 -2.844 -1.089 0.514
H -1.654 -2.805 -2.637 0.502
O -1.251 -2.267 -1.947 -0.999
H 0.418 1.609 -3.694 0.504
H 1.863 1.100 -3.898 0.481
O 1.006 0.817 -3.522 -0.987

Values for E_tot, eV, ordered as above
-136298.68103 -34276.48816 -30742.06164 -30742.65933 -36876.02530 -30203.22161 -34297.51957 -38390.74484 -33734.31099